ORCA calculation (the ωB97M-V functional and the def2-TZVPD basis) on a structure of composition H3S3.

Calculated values
* relative energy (zero: lowest compared OMol25 entry of this formula, charge and spin): 54.7 kJ/mol
* HOMO level: -0.11355 Eh
* molecular weight: 99.2 g mol⁻¹
* total charge: -1
* gap between HOMO and LUMO: 6.42 eV
* DFT total energy: -1196.384152 Eh

```
6
Properties=species:S:1:pos:R:3:lowdin_charge:R:1
S -1.37251 -1.77105 1.48881 -0.1978
H -2.17650 -1.59234 0.40386 -0.3828
S 0.80932 2.05064 -0.62076 0.0725
S 0.12976 0.20982 0.37787 0.0312
H 1.99638 1.75196 -1.13645 -0.2964
H 0.61354 -0.64904 -0.51334 -0.2267
```


ORCA calculation (the ωB97M-V functional and the def2-TZVPD basis) on an isolated molecule of C18H23N3O5S.

Calculated values
* relative energy (zero: lowest compared OMol25 entry of this formula, charge and spin): 273.2 kJ/mol
* HOMO level: -0.30628 Eh
* molecular weight: 393.5 g mol⁻¹
* total charge: 0
* SMILES: COCCNC(=O)c1onc(CSc2ccccc2)c1C(=O)NCCOC
* gap between HOMO and LUMO: 8.31 eV
* DFT total energy: -1638.327586 Eh

```
50
Properties=species:S:1:pos:R:3:lowdin_charge:R:1
C 6.31679 -0.12860 0.50498 -0.1048
O 5.15193 -0.44572 -0.21978 -0.1921
C 4.59569 0.62452 -0.94461 -0.2067
C 3.77975 1.57750 -0.05982 -0.1356
N 2.72776 0.84551 0.60262 0.0980
C 1.43407 1.18188 0.50526 -0.3889
O 1.04038 2.19020 -0.06554 0.0615
C 0.51801 0.21952 1.15843 -0.0792
O 1.04259 -0.97537 1.51066 0.0234
N 0.07758 -1.75348 2.04012 0.1351
C -1.03346 -1.06617 2.04484 -0.3049
C -2.31419 -1.66613 2.45392 -0.3576
S -3.30919 -1.98376 0.93716 0.9664
C -2.10014 -2.72496 -0.13439 -0.5368
C -1.20315 -3.68162 0.31933 -0.1120
C -0.26478 -4.20330 -0.55312 -0.0790
C -0.23032 -3.79256 -1.87499 -0.0912
C -1.14532 -2.85673 -2.33015 -0.0866
C -2.07663 -2.31765 -1.46237 -0.1086
C -0.82139 0.23576 1.48535 0.0254
C -1.88377 1.27867 1.42653 -0.4504
O -2.89057 1.17880 2.10657 0.0531
N -1.64665 2.28491 0.57335 0.0854
C -2.58941 3.35740 0.36200 -0.1327
C -2.97067 3.49936 -1.12132 -0.2120
O -4.04081 2.69117 -1.53610 -0.1793
C -3.79833 1.30430 -1.47462 -0.1110
H 6.67885 -1.06641 0.92116 0.0917
H 7.08427 0.29865 -0.15068 0.0910
H 6.11855 0.57290 1.32263 0.0841
H 3.93515 0.16160 -1.68272 0.1322
H 5.37751 1.19126 -1.46834 0.1246
H 4.42604 2.04625 0.68987 0.1220
H 3.31685 2.35857 -0.66573 0.1260
H 2.98674 -0.04642 1.00202 0.1462
H -2.16359 -2.59337 3.00244 0.0834
H -2.91892 -0.95731 3.01726 0.0773
H -1.22850 -4.01476 1.34424 0.1034
H 0.44007 -4.93850 -0.19491 0.1053
H 0.50534 -4.20329 -2.55036 0.0996
H -1.12804 -2.53719 -3.36177 0.1024
H -2.78957 -1.58047 -1.79971 0.0895
H -0.73640 2.36021 0.12278 0.0979
H -3.48094 3.14157 0.95607 0.1287
H -2.14768 4.29861 0.70511 0.1249
H -2.07756 3.29992 -1.73629 0.1240
H -3.30915 4.52059 -1.31025 0.1222
H -3.80429 0.93145 -0.44638 0.0645
H -2.84017 1.05201 -1.94641 0.0883
H -4.61037 0.83068 -2.02433 0.0918
```


ORCA calculation (the ωB97M-V functional and the def2-TZVPD basis) on a cluster of 6 separate species, H12O6 in total.

Calculated values
* relative energy (zero: lowest compared OMol25 entry of this formula, charge and spin): 142.2 kJ/mol
* HOMO level: -0.38221 Eh
* molecular weight: 108.1 g mol⁻¹
* total charge: 0
* SMILES: O.O.O.O.O.O
* gap between HOMO and LUMO: 10.36 eV
* DFT total energy: -458.618300 Eh

```
18
Properties=species:S:1:pos:R:3:lowdin_charge:R:1
O -2.97865 1.37858 -3.60692 -0.0852
H -2.05006 1.31544 -3.28803 0.0499
H -3.56639 1.45625 -2.83365 0.0348
O 1.99215 0.98768 0.73799 -0.0569
H 1.17593 0.51475 0.59296 0.0056
H 2.63410 0.36549 1.12377 0.0431
O 1.94524 2.20668 -1.62679 -0.1001
H 2.28881 1.86538 -0.76909 -0.0084
H 2.68906 2.35832 -2.21471 0.0187
O 2.82798 -1.76565 1.61811 -0.0494
H 2.27666 -1.94855 0.83879 0.0425
H 2.10243 -1.89211 2.22160 0.0237
O -0.09707 -1.03760 0.95153 -0.0663
H -0.48838 -1.67682 1.53705 0.0283
H -0.83948 -0.38630 0.98740 0.0581
O -2.95880 -1.20853 1.20395 -0.0590
H -3.50161 -1.69569 0.56594 0.0577
H -3.45191 -0.83733 1.96011 0.0628
```


ORCA calculation (the ωB97M-V functional and the def2-TZVPD basis) on an isolated molecule of C4H5N3S.

Calculated values
* relative energy (zero: lowest compared OMol25 entry of this formula, charge and spin): 222.1 kJ/mol
* HOMO level: -0.30203 Eh
* molecular weight: 127.2 g mol⁻¹
* total charge: 0
* SMILES: Cc1n[nH]cnc1=S
* gap between HOMO and LUMO: 8.00 eV
* DFT total energy: -717.809049 Eh

```
13
Properties=species:S:1:pos:R:3:lowdin_charge:R:1
C 0.04696 -0.75224 -1.59758 -0.0736
C -0.21876 -0.13113 -0.16990 -0.2512
N 0.54226 0.67057 0.50529 0.1057
N 0.17408 0.76284 1.78083 -0.0038
C -0.92569 0.26480 2.34836 -0.1295
N -1.80825 -0.35014 1.62402 0.0352
C -1.61541 -0.57052 0.34688 -0.7966
S -2.74378 -1.35064 -0.59785 0.6569
H -0.63257 -1.58391 -1.71973 -0.0088
H 1.16278 -0.91399 -1.52388 0.0828
H 0.04916 0.05873 -2.39383 0.0987
H 0.68785 1.45979 2.27696 0.1414
H -1.01167 0.33783 3.44523 0.1427
```


ORCA calculation (the ωB97M-V functional and the def2-TZVPD basis) on an isolated molecule of C5H4N2.

Calculated values
* relative energy (zero: lowest compared OMol25 entry of this formula, charge and spin): 175.2 kJ/mol
* HOMO level: -0.32655 Eh
* molecular weight: 92.1 g mol⁻¹
* total charge: 0
* SMILES: C#Cc1cn[nH]c1
* gap between HOMO and LUMO: 9.82 eV
* DFT total energy: -302.361561 Eh

```
11
Properties=species:S:1:pos:R:3:lowdin_charge:R:1
C -0.61741 -2.69507 -0.71296 0.1150
C -0.28596 -1.56496 -0.42075 -0.1065
C 0.06233 -0.22824 -0.07170 -0.2565
C 1.31376 0.44486 -0.19523 -0.1083
N 1.22918 1.69569 0.22858 0.0284
N -0.04484 1.83761 0.62291 -0.0367
C -0.78572 0.72392 0.46281 -0.0501
H -0.93264 -3.67533 -0.98051 0.0199
H 2.23808 0.04415 -0.59537 0.1121
H -0.34524 2.74135 0.96060 0.1534
H -1.84124 0.67806 0.71005 0.1294
```


ORCA calculation (the ωB97M-V functional and the def2-TZVPD basis) on a structure of composition C7H12ClGdI2NOPS.

Calculated values
* HOMO level (alpha / beta): -0.48538 / -0.54927 Eh
* molecular weight: 635.7 g mol⁻¹
* total charge: +2
* spin multiplicity: 8
* gap between HOMO and LUMO (alpha / beta): 4.90 / 5.07 eV
* expectation value of S²: 16.10
* DFT total energy: -2963.993239 Eh

```
27
Properties=species:S:1:pos:R:3:lowdin_charge:R:1
I 3.14452 0.62313 -0.19523 0.1054
I 2.91159 -1.78351 1.00858 0.3281
Gd -1.56534 0.39017 0.52151 1.2853
P -0.13419 -1.06383 -1.72863 0.6573
C 1.37239 -1.88985 -2.37786 -0.3065
C -1.29555 -2.49296 -1.94226 -0.2754
H -1.49006 0.38977 -3.13182 0.0310
H -0.70020 -0.89825 -4.08998 0.0717
H 0.25122 0.50336 -3.51199 0.0592
C -0.56914 -0.17644 -3.27099 -0.2678
H -2.31824 -2.18704 -1.67900 0.0361
H -1.26616 -2.82532 -2.99669 0.0704
H 1.12203 -2.40609 -3.32057 0.0784
H 1.76269 -2.60498 -1.64673 0.0005
H -0.96621 -3.31342 -1.28619 0.0572
H 2.14936 -1.13983 -2.55229 0.0087
C 4.26677 0.06553 2.90367 -0.2019
O 4.87148 0.99162 3.04618 0.0696
Cl -3.59436 0.95118 -0.62333 -0.0487
S 0.09439 2.26683 4.52102 1.1574
C -1.37059 3.12959 4.09814 -0.2904
C -1.88820 2.70484 2.90883 -0.1635
N -1.07808 1.69165 2.29520 -0.3061
C 0.01620 1.38779 3.07871 -0.4432
H -1.75205 3.90106 4.74326 0.0952
H -2.79805 3.06595 2.42719 0.1311
H 0.82381 0.71904 2.80127 0.0606
```


ORCA calculation (the ωB97M-V functional and the def2-TZVPD basis) on a structure of composition C3H7FO3.

Calculated values
* relative energy (zero: lowest compared OMol25 entry of this formula, charge and spin): 199.6 kJ/mol
* HOMO level: -0.33985 Eh
* molecular weight: 110.1 g mol⁻¹
* total charge: 0
* gap between HOMO and LUMO: 9.96 eV
* DFT total energy: -444.021973 Eh

```
14
Properties=species:S:1:pos:R:3:lowdin_charge:R:1
C -1.51887 -0.75442 0.07563 -0.1658
C -0.52187 0.38484 -0.37138 -0.2149
C 1.29220 -0.22812 -0.39351 -0.3386
O -0.43981 1.47765 0.52359 -0.0759
O 1.54262 -1.24590 0.56853 0.0087
O 1.97208 0.92920 -0.23068 0.0280
F -2.79038 -0.25409 -0.14254 -0.0650
H -1.32463 -1.63888 -0.64917 0.1397
H -1.32038 -1.11206 1.15851 0.1456
H -0.48559 0.68422 -1.40358 0.1168
H 1.28761 -0.69196 -1.35448 0.1257
H -1.37161 1.77192 0.72701 0.1322
H 2.18416 -0.76025 1.05912 0.0732
H 1.49446 1.43786 0.43297 0.0904
```


ORCA calculation (the ωB97M-V functional and the def2-TZVPD basis) on a structure of composition C14H25BILuO3P2.

Calculated values
* relative energy (zero: lowest compared OMol25 entry of this formula, charge and spin): 0.0 kJ/mol
* HOMO level (alpha / beta): -0.47178 / -0.47227 Eh
* molecular weight: 616.0 g mol⁻¹
* total charge: +2
* gap between HOMO and LUMO (alpha / beta): 3.98 / 4.01 eV
* DFT total energy: -3014.323243 Eh

```
47
Properties=species:S:1:pos:R:3:lowdin_charge:R:1
C -0.26184 -3.04983 -1.41020 -0.5137
I -1.19429 -1.72660 0.60717 0.9505
H -0.15786 -3.60315 -2.34899 0.0446
H 0.03527 -2.03066 -1.68962 0.0055
H -1.33392 -3.16662 -1.19396 -0.0478
Lu -1.78566 1.31524 -3.33292 1.6831
P 0.87522 -3.89305 -0.28255 0.7569
C 2.02052 -2.77136 0.52015 -0.2003
C -0.04700 -4.86917 0.90204 -0.2193
H 0.53745 -5.76355 1.15614 0.0709
H 1.97055 -5.96959 -0.78647 0.0705
H -1.01068 -5.18993 0.48995 0.0755
H 1.52138 -5.07787 -2.27226 0.0627
H 1.70267 -1.72211 0.49501 0.0116
H -0.22384 -4.28315 1.81138 0.0340
C 1.91693 -4.98129 -1.25589 -0.1661
H 2.15345 -3.07339 1.56791 0.0831
H 2.92603 -4.55583 -1.30648 0.0626
H 2.99206 -2.85239 0.01101 0.0638
P -0.86114 2.89079 -1.57018 0.9153
C -0.13027 4.03803 -0.39847 -0.1663
C -1.94725 3.23873 -4.47275 -0.3395
H -3.27202 1.92201 -1.96723 0.0347
H -3.14838 3.54825 -1.27101 0.0890
H -2.74642 2.11703 -0.24448 0.0736
C -2.67797 2.55894 -1.24456 -0.2274
H -2.69492 2.90947 -5.22282 -0.0091
H -2.36353 4.11316 -3.96794 -0.0044
H -0.90480 4.73791 -0.03749 0.0905
H 0.64039 4.61615 -0.94325 0.0794
H -1.04024 3.51789 -5.01775 0.0020
H 0.35494 3.53973 0.45723 0.0729
C -0.35013 1.14486 -1.26789 -0.3252
O -0.18384 0.39303 -2.35824 -0.2263
O -1.05840 1.36622 1.20837 -0.0042
B -0.21028 0.68400 0.20404 -0.8681
O 1.11407 0.48241 0.82067 0.0550
C 1.03318 1.04704 2.05658 -0.2250
C 2.02636 1.16960 3.00844 0.0158
C 1.76058 1.97104 4.12735 -0.0562
C 0.50258 2.56235 4.31048 -0.0624
C -0.53513 2.34665 3.40639 0.0097
C -0.25238 1.60361 2.26958 -0.2442
H 2.97638 0.66759 2.84325 0.1269
H 2.54835 2.12312 4.86711 0.1171
H 0.31950 3.19594 5.18522 0.1199
H -1.53567 2.75873 3.53790 0.1282
```